{"formula": "C33H35Cl5N4P2Pt", "method": "wB97M-V/def2-TZVPD", "spin_multiplicity": 3, "gap_ha": [0.2589, 0.1955], "relative_energy_kcal_mol": 64.8, "homo_ha": [-0.278, -0.297], "symbols": ["Pt", "C", "C", "C", "C", "C", "C", "C", "C", "C", "H", "H", "H", "H", "H", "H", "H", "H", "H", "H", "H", "H", "H", "H", "H", "P", "P", "N", "N", "N", "N", "C", "C", "C", "C", "C", "C", "C", "C", "C", "C", "C", "C", "C", "C", "C", "C", "C", "C", "H", "H", "H", "H", "H", "H", "H", "H", "H", "H", "H", "H", "H", "H", "H", "H", "H", "H", "H", "H", "Cl", "C", "C", "C", "Cl", "C", "Cl", "C", "Cl", "C", "Cl"], "positions_angstrom": [[-0.969, 0.690, 3.683], [-0.332, -3.820, 1.702], [0.283, -2.620, 1.715], [0.317, -1.689, 0.562], [-0.768, -0.590, 0.270], [-2.220, -0.895, 0.414], [-2.770, -2.126, 0.392], [-2.300, -3.431, -0.099], [-1.398, -4.361, 0.809], [-2.908, 0.406, 3.513], [0.027, -4.483, 2.466], [0.696, -2.188, 2.632], [0.369, -2.335, -0.337], [1.255, -1.095, 0.761], [-0.500, 0.329, 0.845], [-0.668, -0.307, -0.823], [-2.764, -0.029, 0.819], [-3.803, -2.172, 0.717], [-1.829, -3.374, -1.088], [-3.241, -4.010, -0.234], [-2.111, -4.873, 1.486], [-1.033, -5.133, 0.103], [-3.308, -0.530, 3.954], [-3.431, 0.536, 2.554], [-3.147, 1.270, 4.222], [-0.946, 1.940, -1.396], [2.400, 0.542, -0.382], [-2.102, 1.474, -2.688], [-0.960, 3.652, -1.827], [2.537, -0.622, -1.648], [4.212, 1.282, -0.572], [0.530, 1.529, -2.345], [1.803, 1.824, -1.560], [-3.462, 1.151, -2.546], [-3.989, 0.952, -3.831], [-2.946, 1.211, -4.792], [-1.791, 1.503, -4.059], [-1.498, 4.626, -0.981], [-1.373, 5.867, -1.591], [-0.909, 5.643, -2.922], [-0.561, 4.306, -2.997], [2.690, -2.004, -1.581], [3.027, -2.486, -2.848], [2.797, -1.399, -3.744], [2.683, -0.275, -2.984], [5.321, 1.201, -1.421], [6.374, 1.981, -0.902], [5.847, 2.648, 0.270], [4.506, 2.266, 0.374], [0.660, 2.173, -3.224], [0.505, 0.503, -2.756], [2.651, 2.023, -2.252], [1.771, 2.764, -0.984], [-3.901, 1.121, -1.557], [-4.991, 0.708, -4.077], [-3.059, 1.242, -5.872], [-0.789, 1.724, -4.401], [-1.909, 4.316, -0.036], [-1.575, 6.814, -1.129], [-0.922, 6.380, -3.710], [0.017, 3.802, -3.742], [2.454, -2.529, -0.682], [3.506, -3.430, -3.084], [2.721, -1.343, -4.811], [2.493, 0.723, -3.358], [5.265, 0.638, -2.341], [7.387, 2.092, -1.251], [6.343, 3.307, 0.954], [3.733, 2.614, 1.035], [1.001, 0.179, 5.487], [-0.056, -1.238, 5.683], [-1.042, -1.294, 4.723], [-1.900, -2.437, 4.735], [-3.109, -2.770, 3.502], [-1.799, -3.423, 5.769], [-2.881, -4.760, 5.766], [-0.819, -3.294, 6.789], [-0.770, -4.413, 8.081], [0.080, -2.188, 6.738], [1.295, -1.985, 7.940]], "forces_ev_per_a": [[0.97, -1.70, -0.08], [1.03, 1.25, 0.18], [-1.68, -0.17, 0.34], [-0.33, 0.74, -0.74], [0.89, -0.03, -0.84], [0.12, -1.03, 1.39], [-0.50, 2.11, 0.24], [0.53, -1.43, -0.11], [-0.84, -0.25, -0.72], [-2.35, 1.36, 1.54], [-0.53, -0.39, 0.69], [0.49, -0.84, -0.16], [0.32, 0.64, 0.30], [-0.84, -0.96, -0.80], [-0.36, -0.57, -0.29], [0.47, -0.35, 0.95], [-0.19, -0.72, -0.50], [-0.19, 0.25, -0.03], [-0.06, 0.28, 0.15], [0.79, 0.12, -0.22], [0.48, 0.08, -0.22], [0.02, 0.13, 0.53], [0.66, 0.96, -0.30], [0.57, 0.36, 0.19], [-0.57, -0.90, -0.98], [-1.86, 1.69, -2.12], [3.34, 1.18, -2.16], [0.03, -0.54, -0.38], [0.32, 1.02, 0.36], [-0.08, -0.39, -0.33], [-0.91, 1.03, 0.87], [0.99, -0.01, -0.41], [0.59, 0.97, 0.43], [0.68, -0.02, -1.60], [1.55, 0.79, 1.06], [0.71, 0.19, 1.53], [-1.57, -0.36, -0.02], [0.85, 0.41, -0.76], [-0.70, -1.28, 0.22], [0.40, -0.81, 0.73], [-0.63, 0.51, 0.46], [1.00, -0.25, -1.15], [-0.83, 0.37, 1.08], [1.11, 0.67, 0.54], [-0.95, -0.22, -0.90], [0.40, 0.09, 0.77], [-1.98, -0.14, 0.82], [-1.38, -0.92, -1.05], [1.34, -0.81, -0.27], [-0.52, -0.26, 0.24], [-0.18, 0.42, 0.56], [-0.66, -0.10, 0.68], [-0.44, -0.15, -0.10], [0.00, -0.13, -0.24], [-0.66, -0.16, 0.01], [0.15, -0.19, 0.33], [-0.45, -0.06, -0.01], [0.08, 0.15, 0.18], [-0.39, 0.13, -0.04], [0.56, -0.08, 0.03], [-0.28, -0.06, -0.40], [0.57, -0.16, 0.41], [-0.82, -0.13, 0.08], [0.48, -0.38, -0.30], [0.37, -0.65, 0.09], [0.11, -0.25, 0.22], [-0.10, -0.16, -0.33], [0.17, 0.25, -0.05], [0.01, -0.10, 0.39], [-0.04, -0.06, 0.37], [-0.59, -1.17, 0.70], [-0.40, -1.41, -0.32], [0.77, -0.13, 0.98], [0.60, 0.17, 0.41], [0.52, 1.18, -0.51], [0.20, -0.02, 0.23], [0.02, 1.29, -1.02], [0.15, 0.01, 0.01], [-0.53, 0.13, -0.75], [-0.07, -0.02, -0.10]], "lowdin_spin": [1.328, 0.000, 0.000, 0.000, 0.014, 0.003, 0.000, 0.000, 0.000, 0.162, 0.000, 0.000, 0.000, 0.000, 0.020, 0.001, 0.002, 0.000, 0.000, 0.000, 0.000, 0.000, 0.003, 0.034, 0.031, 0.001, 0.000, 0.000, 0.000, 0.000, 0.000, 0.000, 0.000, 0.000, 0.000, 0.000, 0.000, 0.000, 0.000, 0.000, 0.000, 0.000, 0.000, 0.000, 0.000, 0.000, 0.000, 0.000, 0.000, 0.000, 0.000, 0.000, 0.000, 0.000, 0.000, 0.000, 0.000, 0.000, 0.000, 0.000, 0.000, 0.000, 0.000, 0.000, 0.000, 0.000, 0.000, 0.000, 0.000, 0.063, 0.033, 0.245, 0.029, 0.007, 0.008, 0.006, -0.005, -0.002, 0.007, 0.007]}